[1]
ORCA calculation (ωB97M-V/def2-TZVPD) on a cluster of 9 separate species, C48H119N9O2 in total in a non-equilibrium geometry.

* strongest force on any atom: 0.0542 Eh/bohr
* HOMO-LUMO gap: 8.69 eV
* SMILES: CCN(CC)CC.CCN(CC)CC.CCN(CC)CC.CCN(CC)CC.CCN(CC)CC.CCN(CC)CC.CCN(CC)CC.CNC(C)=O.CNC(C)=O
* total energy: -2543.38031 hartree
* HOMO energy: -0.2954 Eh

The geometry in ORCA input format:
```
! RIJCOSX wB97M-V def2-TZVPD def2/J DEFGRID3
* xyz 0 1
C -0.4844 -7.1666 1.4169
C 0.7458 -6.4608 1.9261
N 0.7346 -4.9696 1.8415
C -0.2312 -4.4264 2.8239
C 0.0209 -2.8943 3.1123
C 0.5422 -4.4471 0.4775
C 1.7294 -4.7412 -0.4309
H -0.5561 -8.1650 1.8484
H -0.3917 -7.2477 0.3339
H -1.4435 -6.6736 1.5752
H 0.8171 -6.7312 2.9797
H 1.7075 -6.8609 1.6049
H -1.2367 -4.6117 2.4463
H -0.0530 -4.9904 3.7394
H -0.6942 -2.4513 3.8054
H 1.0254 -2.7124 3.4944
H -0.0172 -2.3108 2.1925
H 0.2906 -3.3866 0.4771
H -0.2944 -4.9320 -0.0256
H 2.1953 -5.6841 -0.1448
H 2.5358 -4.0083 -0.4036
H 1.4306 -4.8792 -1.4701
C -1.7805 6.8029 -2.8247
C -0.5425 6.4732 -1.9326
N -0.7878 5.4551 -0.8891
C -1.7897 5.9230 0.1000
C -2.1234 5.0102 1.2685
C 0.4605 5.1497 -0.1610
C 1.6091 4.6202 -1.0835
H -2.5433 7.3121 -2.2356
H -2.2490 5.9418 -3.3013
H -1.4421 7.5040 -3.5875
H 0.2120 6.1573 -2.6530
H -0.1455 7.3174 -1.3687
H -1.5307 6.8991 0.5101
H -2.6971 6.0548 -0.4893
H -1.3055 4.9429 1.9858
H -2.9773 5.3663 1.8448
H -2.2770 4.0010 0.8862
H 0.2725 4.4278 0.6338
H 0.8280 6.0988 0.2292
H 2.3989 4.1282 -0.5159
H 2.0187 5.3584 -1.7730
H 1.2263 3.8179 -1.7142
C 5.4936 1.8682 1.2348
C 6.5962 0.8888 1.5903
N 6.2782 -0.4458 1.1561
C 7.1565 -1.4388 1.9117
C 8.6415 -1.3574 1.6707
C 6.2131 -0.7164 -0.2801
C 5.2860 -1.8292 -0.6151
H 4.4621 1.5673 1.4184
H 5.5208 1.9896 0.1519
H 5.7463 2.7698 1.7926
H 7.5459 1.2251 1.1743
H 6.6514 0.9752 2.6755
H 7.0013 -1.3053 2.9823
H 6.7341 -2.4431 1.8781
H 9.1835 -2.1067 2.2476
H 8.8995 -1.6037 0.6407
H 9.0413 -0.3947 1.9890
H 7.1737 -0.9854 -0.7194
H 5.8797 0.1882 -0.7888
H 4.2905 -1.5767 -0.2499
H 5.6176 -2.8016 -0.2512
H 5.1774 -1.8325 -1.6997
C -1.2925 2.8291 4.9053
C 0.2665 2.7364 4.8300
N 0.8987 1.8216 5.8535
C 0.5753 2.1576 7.2434
C 0.9494 3.6198 7.6194
C 2.3425 1.7648 5.6594
C 2.7013 0.7109 4.5740
H -1.7263 3.2899 4.0178
H -1.6588 3.4883 5.6923
H -1.7594 1.8554 5.0532
H 0.5050 2.3467 3.8405
H 0.6388 3.7606 4.8534
H 1.0991 1.4585 7.8953
H -0.4982 1.9878 7.3261
H 2.0254 3.7343 7.4881
H 0.7301 3.8181 8.6686
H 0.4010 4.3088 6.9771
H 2.7343 2.7455 5.3895
H 2.7780 1.4506 6.6079
H 2.2213 0.8791 3.6100
H 3.7783 0.7399 4.4090
H 2.4327 -0.2771 4.9481
C -0.6766 1.3463 1.4298
C -0.4518 1.4877 -0.1077
N 0.1081 0.3684 -0.8911
C 1.4584 -0.1266 -0.5885
C 2.4729 1.0198 -0.6191
C -0.8191 -0.8203 -1.0156
C -1.8881 -0.5584 -2.1549
H -0.8698 2.2766 1.9640
H 0.2755 1.0734 1.8849
H -1.4674 0.6088 1.5676
H -1.4272 1.7360 -0.5261
H 0.0880 2.4150 -0.2995
H 1.4840 -0.7010 0.3375
H 1.6659 -0.7869 -1.4305
H 2.4355 1.5398 0.3381
H 3.4914 0.6934 -0.8295
H 2.2839 1.6801 -1.4655
H -1.2729 -0.9798 -0.0375
H -0.2704 -1.7132 -1.3154
H -2.6737 -1.2932 -2.3312
H -1.4193 -0.3316 -3.1125
H -2.3954 0.3797 -1.9300
C -5.2014 -1.2695 0.4691
C -4.0059 -0.6207 1.1218
N -4.5158 0.3721 2.1190
C -4.7060 1.6730 1.5111
C -5.6483 2.5397 2.4040
C -3.8527 0.3805 3.4515
C -3.8739 -0.9381 4.1762
H -4.9407 -2.0774 -0.2146
H -5.7242 -0.5235 -0.1294
H -5.8541 -1.5959 1.2787
H -3.3957 -1.4394 1.5033
H -3.3838 -0.1227 0.3781
H -3.7911 2.1587 1.1718
H -5.2852 1.6121 0.5898
H -6.4592 1.9015 2.7551
H -5.1577 3.0426 3.2374
H -6.1536 3.3113 1.8231
H -4.4495 0.9736 4.1444
H -2.8409 0.7853 3.4288
H -3.2022 -1.6913 3.7644
H -4.8716 -1.3766 4.1940
H -3.5608 -0.8015 5.2114
C 2.7157 -2.4630 -3.7507
C 2.9748 -3.3051 -5.0310
N 2.2369 -4.5607 -5.1537
C 0.7769 -4.4743 -4.9655
C 0.0164 -3.7187 -6.0729
C 2.6649 -5.3411 -6.3490
C 4.2218 -5.5675 -6.3344
H 1.7672 -1.9271 -3.7844
H 3.5384 -1.7659 -3.5913
H 2.6896 -3.1409 -2.8975
H 2.9259 -2.6529 -5.9030
H 4.0366 -3.4945 -4.8734
H 0.3236 -5.4498 -4.7897
H 0.6403 -4.0508 -3.9705
H -1.0340 -3.7854 -5.7893
H 0.3801 -2.6914 -6.0949
H 0.0526 -4.3416 -6.9666
H 2.3640 -4.7973 -7.2445
H 2.2280 -6.3385 -6.3006
H 4.4863 -6.2276 -7.1604
H 4.6296 -6.1635 -5.5179
H 4.9088 -4.7373 -6.4985
C -0.4792 2.6353 -3.4475
N -1.6287 3.2752 -2.7307
C -2.9258 3.0134 -2.9971
C -3.8558 3.8023 -2.0693
O -3.3558 2.2523 -3.8158
H 0.1326 2.0714 -2.7434
H 0.2210 3.3994 -3.7851
H -0.7265 1.9459 -4.2547
H -1.4730 4.0973 -2.1651
H -4.1355 4.7522 -2.5248
H -3.5356 3.9159 -1.0336
H -4.7790 3.2269 -2.0000
C -5.4082 -0.1910 -3.7956
N -6.3545 -1.1717 -4.3208
C -7.0062 -2.0845 -3.5978
C -7.9599 -2.9775 -4.3932
O -6.8853 -2.3035 -2.4210
H -5.4931 -0.0648 -2.7162
H -5.5169 0.8257 -4.1732
H -4.3424 -0.3251 -3.9805
H -6.5848 -1.0605 -5.2979
H -8.9321 -2.4867 -4.4390
H -7.9951 -3.9856 -3.9801
H -7.7226 -3.0475 -5.4548
*
```

These are the Mulliken partial charges, in e, on atoms 1 to 4:
1. C -1.029
2. C -0.779
3. N -0.015
4. C -0.518

[2]
ORCA calculation (ωB97M-V/def2-TZVPD) on a structure of composition C48H120N8Na3O20P in a non-equilibrium geometry.

* strongest force on any atom: 0.0771 Eh/bohr
* HOMO-LUMO gap: 8.09 eV
* total energy: -4671.79097 hartree
* HOMO energy: -0.2940 Eh

The geometry in ORCA input format:
```
! RIJCOSX wB97M-V def2-TZVPD def2/J DEFGRID3
* xyz 0 1
Na -0.0104 -2.0173 1.3013
Na -2.5290 0.6636 -0.6001
Na 1.7939 0.1192 -2.4311
P -0.1250 -0.0390 -0.3788
O 1.3400 -0.4589 -0.0008
O -0.7492 0.3305 0.9974
O -1.0207 -1.1885 -0.9562
O 0.0012 1.2117 -1.2619
C 4.5188 -2.1684 -4.3189
O 4.0240 -0.9016 -4.7458
C 4.8982 0.1937 -4.4028
C 4.2133 1.5536 -4.5928
N 2.8119 1.3046 -4.2418
C 1.9272 2.4695 -4.3824
C 1.1507 2.2900 -5.6826
O 0.3048 1.1725 -5.6225
C -0.2834 0.8936 -6.8874
H 5.5616 -2.2412 -4.6440
H 3.9322 -2.9671 -4.7632
H 4.4762 -2.1703 -3.2264
H 5.7879 -0.0804 -4.9763
H 5.1636 0.0790 -3.3444
H 4.2489 1.7173 -5.6751
H 4.6881 2.2657 -3.9252
H 2.4723 0.4679 -4.6954
H 2.4401 3.4297 -4.3544
H 1.1934 2.5171 -3.5699
H 1.8615 2.1727 -6.5116
H 0.6239 3.2256 -5.9201
H -0.7687 1.8455 -7.1361
H -0.9989 0.0808 -6.8115
H 0.4994 0.7182 -7.6309
C 4.6488 4.9542 3.1415
O 4.1767 3.9292 2.2757
C 2.7553 3.7146 2.2066
C 2.4244 2.6617 1.1295
N 1.9013 3.3249 -0.0494
C 2.9587 3.5729 -1.0059
C 2.7694 4.8230 -1.9090
O 3.7439 4.8470 -2.9306
C 3.6666 5.9737 -3.7788
H 4.5440 5.9145 2.6248
H 5.7128 4.7673 3.2564
H 4.0743 5.0352 4.0669
H 2.3186 4.6917 1.9905
H 2.5509 3.3341 3.2153
H 1.5295 2.2112 1.5625
H 3.2017 1.9076 0.9965
H 1.0963 2.8016 -0.3662
H 3.0211 2.6577 -1.6461
H 3.9334 3.6655 -0.5273
H 2.8350 5.6477 -1.1928
H 1.7485 4.8032 -2.3050
H 4.4682 6.6967 -3.6042
H 2.6987 6.4510 -3.6107
H 3.7738 5.7082 -4.8328
C -6.5451 -0.8622 -4.8685
O -6.0240 -1.9816 -4.1721
C -5.7121 -1.6917 -2.8228
C -4.3586 -2.2764 -2.4762
N -3.7217 -1.6315 -1.3321
C -3.8397 -2.4922 -0.1369
C -3.3836 -1.8385 1.1810
O -2.4531 -2.6702 1.9137
C -2.7936 -3.7228 2.7501
H -7.6249 -1.0555 -4.9653
H -6.2691 -0.9622 -5.9209
H -6.4120 0.1053 -4.3918
H -6.4817 -2.0495 -2.1225
H -5.7428 -0.6305 -2.5580
H -3.7301 -2.0185 -3.3374
H -4.3644 -3.3699 -2.5385
H -2.7222 -1.5759 -1.4920
H -3.2921 -3.4269 -0.3151
H -4.8464 -2.8736 0.0546
H -4.2165 -1.6671 1.8599
H -2.7825 -0.9517 1.0034
H -3.1969 -3.5194 3.7496
H -1.9356 -4.3797 2.9076
H -3.5492 -4.3071 2.2049
C -7.5992 -0.2052 8.1716
O -6.4661 0.5152 7.7866
C -5.3094 -0.3036 7.5387
C -5.5382 -1.1446 6.2814
N -5.9561 -0.2520 5.1856
C -4.8944 -0.1054 4.2012
C -5.2342 0.9537 3.1873
O -4.2730 1.1271 2.1250
C -2.9903 1.4539 2.5885
H -8.1739 -0.6419 7.3420
H -8.2296 0.4560 8.7618
H -7.4553 -1.1569 8.7021
H -5.0786 -0.8710 8.4460
H -4.4918 0.4160 7.4772
H -6.2646 -1.9399 6.4659
H -4.6246 -1.7234 6.1158
H -6.1579 0.6452 5.6105
H -4.6293 -1.0936 3.8271
H -3.9598 0.2589 4.6589
H -5.4607 1.9964 3.4390
H -6.1242 0.7387 2.5846
H -2.4070 2.1067 1.9395
H -2.4186 0.5728 2.8863
H -3.0005 2.0580 3.5110
C -0.6133 -6.3226 -0.0686
O 0.2738 -5.2771 -0.3356
C -0.1988 -4.5071 -1.4235
C 0.9238 -3.5045 -1.8220
N 0.4769 -2.4469 -2.7205
C -0.2635 -2.8935 -3.8957
C 0.6791 -3.7217 -4.7663
O 0.0033 -4.3104 -5.8893
C -0.3722 -3.4012 -6.9058
H -0.7041 -7.0461 -0.8888
H -1.5662 -5.9080 0.2752
H -0.2099 -6.9979 0.6927
H -1.1673 -4.0116 -1.3073
H -0.3270 -5.1774 -2.2838
H 1.8769 -3.9653 -2.0856
H 1.2006 -2.9818 -0.8994
H -0.1753 -1.8764 -2.1819
H -0.3770 -2.0224 -4.5495
H -1.2139 -3.4280 -3.8016
H 1.0596 -4.6318 -4.2982
H 1.5647 -3.1094 -4.9645
H -0.6151 -3.8978 -7.8475
H 0.5092 -2.8143 -7.1887
H -1.2197 -2.7317 -6.7379
C 6.1918 -4.9530 0.8939
O 5.3163 -5.0409 -0.2013
C 4.9402 -3.8069 -0.7929
C 4.3116 -2.7439 0.1388
N 4.1240 -1.4367 -0.4649
C 5.2070 -0.4959 -0.2551
C 5.3953 -0.0979 1.2210
O 6.2986 1.0171 1.2668
C 6.4228 1.4579 2.5786
H 6.9402 -5.7475 0.8163
H 5.6609 -4.9736 1.8441
H 6.8917 -4.1143 0.7783
H 4.3542 -4.0857 -1.6667
H 5.8942 -3.4126 -1.1768
H 4.7838 -2.7065 1.1229
H 3.3231 -3.1925 0.2829
H 3.2588 -0.9632 -0.2113
H 4.8490 0.3828 -0.8017
H 6.1539 -0.8088 -0.6977
H 5.8482 -0.9086 1.8065
H 4.4381 0.0477 1.7305
H 6.4080 2.5462 2.6272
H 7.3434 1.0562 3.0296
H 5.6513 1.1516 3.2952
C -1.4292 1.0209 7.4922
O -1.2240 -0.1354 6.7311
C -0.1467 0.0227 5.7825
C -0.3103 -1.0051 4.6573
N 0.3047 -0.6147 3.3953
C 1.7757 -0.4910 3.3265
C 2.4734 -1.8253 3.5688
O 1.8148 -2.7567 2.7816
C 1.7046 -4.1072 3.2003
H -0.5712 1.4470 8.0210
H -2.1656 0.7137 8.2401
H -1.9169 1.8697 6.9963
H 0.7224 -0.2893 6.3710
H -0.0750 1.0452 5.4096
H -1.3890 -1.1310 4.5343
H 0.0803 -1.9423 5.0603
H -0.2646 -0.0416 2.7813
H 2.1724 0.3784 3.8553
H 1.9192 -0.3117 2.2552
H 2.3780 -2.0243 4.6468
H 3.5560 -1.7673 3.4114
H 2.6972 -4.5620 3.1536
H 1.0009 -4.5615 2.5045
H 1.3196 -4.2230 4.2176
C -3.5781 1.6887 -4.9895
O -3.5489 2.6946 -4.0091
C -2.3054 2.6617 -3.3017
C -2.2300 3.7900 -2.2558
N -1.6606 3.3056 -0.9875
C -1.1309 4.3530 -0.1258
C -2.1796 5.3639 0.3338
O -1.6438 6.1631 1.3854
C -1.5669 5.5509 2.6541
H -2.7351 1.7016 -5.6824
H -4.5785 1.7243 -5.4223
H -3.5884 0.7208 -4.4623
H -1.4187 2.8098 -3.9231
H -2.1713 1.6763 -2.8429
H -3.1857 4.2540 -2.0132
H -1.5204 4.5219 -2.6629
H -0.9773 2.5810 -1.1925
H -0.2349 4.8540 -0.5039
H -0.7785 3.8206 0.7615
H -3.1466 4.9837 0.6745
H -2.3510 6.0518 -0.4963
H -0.6509 5.8269 3.1761
H -1.6368 4.4604 2.6917
H -2.4242 5.9516 3.2057
*
```

These are the Mulliken partial charges, in e, on atoms 1 to 4:
1. Na -0.283
2. Na 0.438
3. Na -0.676
4. P -1.841

> Among the records above, which one has the highest total energy?

C48H119N9O2

> Which formula does entry 2 have?

C48H120N8Na3O20P